A gas-phase ion, C4H6N3O (charge +1) in a non-equilibrium geometry, computed with the ωB97M-V functional and the def2-TZVPD basis.

## Properties
Total energy: -395.15900 hartree
Highest occupied orbital energy (alpha / beta): -14.82 / -14.82 eV
LUMO energy (alpha / beta): -5.639 / -5.640 eV
SMILES: O=CN1CC=NC=[NH+]1
Kohn-Sham gap (alpha / beta): 0.3373 / 0.3373 Ha
Multiplicity: 1
Energy above the lowest of the compared OMol25 structures with the same formula, charge and spin: 235.2 kJ/mol
Charge: +1

Element x y z (Å)
O -2.155 -0.621 -0.924
C -1.837 0.346 -0.350
N -0.668 0.365 0.482
C -0.006 -0.926 0.804
C 0.707 -1.249 -0.490
N 1.467 -0.297 -0.862
C 1.542 0.775 -0.211
N 0.342 1.298 0.214
H -2.424 1.178 -0.163
H -0.866 -1.591 1.000
H 0.660 -0.704 1.499
H 0.505 -2.157 -1.099
H 2.557 1.280 -0.030
H 0.175 2.303 0.131

=====

A gas-phase ion, C4H6N3O (charge +1) in a non-equilibrium geometry, computed with the ωB97M-V functional and the def2-TZVPD basis.

## Properties
Total energy: -395.12974 hartree
Highest occupied orbital energy (alpha / beta): -14.50 / -14.50 eV
LUMO energy (alpha / beta): -6.950 / -6.951 eV
SMILES: C[C@H]1N=NC(=[NH2+])C1=O
Kohn-Sham gap (alpha / beta): 0.2774 / 0.2774 Ha
Multiplicity: 1
Energy above the lowest of the compared OMol25 structures with the same formula, charge and spin: 312.1 kJ/mol
Charge: +1

Element x y z (Å)
C 2.266 0.144 -0.274
C 0.852 0.296 0.220
N 0.193 1.421 -0.349
N -0.991 1.354 -0.323
C -1.558 0.154 -0.013
N -2.779 -0.314 0.150
C -0.188 -0.851 -0.071
O -0.111 -2.017 -0.226
H 2.665 1.070 0.202
H 2.476 0.190 -1.315
H 2.853 -0.678 -0.110
H 0.782 0.316 1.260
H -3.023 -1.371 0.109
H -3.435 0.286 0.741

=====

A gas-phase ion, C4H6N3S (charge +1) in a non-equilibrium geometry, computed with the ωB97M-V functional and the def2-TZVPD basis.

## Properties
Total energy: -718.19506 hartree
Highest occupied orbital energy: -13.73 eV
LUMO energy: -6.399 eV
SMILES: CC1=NC(=S)NC1=[NH2+]
Kohn-Sham gap: 0.2695 Ha
Multiplicity: 1
Energy above the lowest of the compared OMol25 structures with the same formula, charge and spin: 158.0 kJ/mol
Charge: +1

Element x y z (Å)
C 1.237 1.626 0.067
C -0.001 0.826 -0.007
N -1.276 1.108 -0.178
C -2.056 0.004 -0.050
S -3.676 0.022 0.008
N -1.146 -1.088 0.038
C 0.073 -0.685 -0.037
N 1.089 -1.497 -0.053
H 1.725 1.422 -0.872
H 1.756 1.089 0.848
H 1.063 2.673 0.235
H -1.636 -1.921 -0.147
H 1.966 -1.143 0.238
H 0.882 -2.438 -0.089

=====

A molecular structure, C4H6N4 in a non-equilibrium geometry, computed with the ωB97M-V functional and the def2-TZVPD basis.

## Properties
Total energy: -374.83912 hartree
Highest occupied orbital energy: -9.00 eV
LUMO energy: -0.610 eV
Kohn-Sham gap: 0.3085 Ha
Multiplicity: 1
Energy above the lowest of the compared OMol25 structures with the same formula, charge and spin: 583.5 kJ/mol
Charge: 0

Element x y z (Å)
C -1.263 -1.078 -2.298
C -0.362 0.179 -0.515
C 0.820 0.568 1.191
C 0.476 -0.965 -0.100
H -1.245 -2.140 -1.619
H -0.453 -1.208 -3.060
H -1.939 -0.916 -2.978
H -1.063 1.717 0.563
H 1.058 0.728 3.363
H 0.030 -2.112 -0.553
N -1.136 0.151 -1.501
N 0.042 1.092 0.302
N 0.730 1.196 2.369
N 1.163 -0.768 0.918

=====

A single C4H6N4 molecule in a non-equilibrium geometry, computed with the ωB97M-V functional and the def2-TZVPD basis.

## Properties
Total energy: -374.96491 hartree
Highest occupied orbital energy: -9.57 eV
LUMO energy: -0.161 eV
SMILES: [H]/N=C(\C#N)[C@H](C)/N=N/[H]
Kohn-Sham gap: 0.3459 Ha
Multiplicity: 1
Energy above the lowest of the compared OMol25 structures with the same formula, charge and spin: 253.3 kJ/mol
Charge: 0

Element x y z (Å)
H 1.399 -0.789 -2.515
N 0.689 -0.269 -2.006
C 0.783 -0.289 -0.747
C 1.823 -0.999 -0.061
N 2.702 -1.588 0.380
C -0.218 0.462 0.106
C -0.110 0.098 1.585
N -1.547 0.106 -0.354
N -2.145 1.015 -0.941
H -3.074 0.685 -1.238
H -0.035 1.538 -0.054
H -0.327 -0.959 1.727
H 0.889 0.310 1.958
H -0.828 0.679 2.159

=====

A molecular structure, C4H6N4 in a non-equilibrium geometry, computed with the ωB97M-V functional and the def2-TZVPD basis.

## Properties
Total energy: -374.83918 hartree
Highest occupied orbital energy: -8.98 eV
LUMO energy: 0.242 eV
Kohn-Sham gap: 0.3388 Ha
Multiplicity: 1
Energy above the lowest of the compared OMol25 structures with the same formula, charge and spin: 583.4 kJ/mol
Charge: 0

Element x y z (Å)
C 1.518 -0.694 1.575
C 0.380 -0.565 0.637
C -1.110 -0.506 0.781
C -1.049 0.523 -1.438
H 0.336 -1.349 -0.131
H -1.269 -1.481 1.003
H -1.421 0.285 1.525
H -1.491 0.523 -2.386
H 0.088 2.191 -1.373
H 1.982 0.615 -0.261
N 2.542 -0.788 2.314
N -1.815 -0.153 -0.566
N 0.314 0.886 -1.469
N 0.997 0.512 -0.211

=====

> energy above the lowest of the compared OMol25 structures with the same formula, charge and spin of number 5 (C4H6N4)?

253.3 kJ/mol